(1)
DFT (wB97M-V/def2-TZVPD) results for a molecular structure, C39H54N6O6S2Zr.

Each line ends with the Löwdin charge.
Atoms and positions in Å:
Zr1 0.75 -1.72 0.35  1.785
C1 -0.28 -3.95 -1.60  -0.098
C2 -1.56 -3.52 -0.92  -0.087
O1 -1.22 -2.84 0.34  -0.321
C3 -1.33 -3.67 1.54  -0.096
C4 -0.10 -4.55 1.65  -0.079
O2 1.00 -3.78 1.08  -0.306
C5 2.35 -4.23 1.35  -0.072
C6 3.19 -3.75 0.19  -0.087
O3 2.91 -2.34 0.02  -0.280
C7 3.58 -1.74 -1.13  -0.100
C8 3.18 -0.28 -1.20  -0.069
O4 1.79 -0.18 -0.72  -0.363
C9 0.87 0.62 -1.51  -0.338
C10 0.44 -1.82 -2.59  -0.287
O5 0.67 -2.85 -1.57  -0.344
H1 -0.49 -4.24 -2.63  0.160
H2 0.19 -4.79 -1.10  0.134
H3 -2.21 -4.36 -0.73  0.161
H4 -2.10 -2.78 -1.51  0.130
H5 -2.24 -4.26 1.51  0.160
H6 -1.39 -2.97 2.37  0.105
H7 -0.19 -5.48 1.09  0.152
H8 0.11 -4.79 2.69  0.143
H9 2.39 -5.32 1.40  0.165
H10 2.68 -3.80 2.29  0.143
H11 2.94 -4.27 -0.73  0.149
H12 4.25 -3.89 0.41  0.164
H13 3.29 -2.26 -2.04  0.099
H14 4.66 -1.82 -1.01  0.165
H15 3.23 0.04 -2.23  0.104
H16 3.79 0.37 -0.59  0.134
H17 1.31 0.88 -2.47  0.118
H18 0.57 1.50 -0.96  0.102
H19 1.39 -1.53 -3.03  0.075
H20 -0.21 -2.22 -3.37  0.109
S1 -0.87 -0.02 1.57  0.780
C11 -2.04 0.94 0.74  -0.573
N1 -2.89 1.66 1.40  -0.036
C12 -3.92 2.43 0.65  -0.055
C13 -4.23 1.74 -0.65  -0.056
N2 -2.94 1.53 -1.37  -0.051
C14 -2.90 1.81 -2.85  -0.074
C15 -3.66 3.05 -3.23  -0.264
C16 -3.09 4.30 -3.02  -0.043
C17 -3.78 5.45 -3.39  -0.048
C18 -5.04 5.34 -3.97  -0.038
C19 -5.61 4.09 -4.19  -0.040
C20 -4.92 2.94 -3.81  -0.045
C21 -1.92 1.10 -0.73  -0.227
S2 -0.61 -0.41 -1.77  0.969
C22 -2.88 1.85 2.88  -0.090
C23 -3.23 3.26 3.27  -0.264
C24 -2.33 4.29 3.00  -0.052
C25 -2.63 5.59 3.36  -0.050
C26 -3.84 5.87 3.99  -0.039
C27 -4.73 4.85 4.27  -0.038
C28 -4.43 3.54 3.90  -0.036
H21 -3.56 3.44 0.48  0.155
H22 -4.81 2.49 1.27  0.154
H23 -4.88 2.35 -1.25  0.135
H24 -4.70 0.77 -0.49  0.154
H25 -3.31 0.94 -3.36  0.140
H26 -1.85 1.90 -3.11  0.117
H27 -2.10 4.39 -2.57  0.115
H28 -3.33 6.42 -3.23  0.119
H29 -5.58 6.23 -4.26  0.123
H30 -6.58 4.01 -4.66  0.122
H31 -5.36 1.97 -4.00  0.122
H32 -1.89 1.58 3.24  0.082
H33 -3.60 1.15 3.30  0.146
H34 -1.38 4.07 2.52  0.115
H35 -1.93 6.39 3.16  0.117
H36 -4.08 6.89 4.27  0.123
H37 -5.67 5.06 4.77  0.123
H38 -5.13 2.74 4.13  0.123
C29 2.46 -2.07 5.53  0.008
N3 1.64 -1.70 4.36  -0.096
C30 0.26 -2.18 4.42  -0.001
C31 2.12 -1.04 3.31  -0.405
O6 1.59 -1.27 2.12  -0.275
N4 3.11 -0.18 3.41  -0.084
C32 3.85 0.25 2.22  0.007
C33 3.38 0.63 4.62  0.018
H39 2.30 -3.13 5.73  0.109
H40 2.17 -1.51 6.42  0.111
H41 3.52 -1.91 5.33  0.101
H42 0.22 -3.27 4.32  0.094
H43 -0.34 -1.70 3.66  0.032
H44 -0.16 -1.92 5.39  0.121
H45 4.03 -0.59 1.57  0.081
H46 4.81 0.66 2.54  0.118
H47 3.30 1.04 1.69  0.108
H48 2.60 0.50 5.35  0.096
H49 3.41 1.67 4.32  0.113
H50 4.35 0.36 5.06  0.114
N5 5.65 2.08 -6.40  0.208
C34 5.32 1.01 -6.14  -0.155
C35 4.86 -0.30 -5.73  -0.187
C36 5.31 -1.48 -6.32  0.035
C37 4.80 -2.68 -5.85  -0.014
C38 3.88 -2.66 -4.82  -0.124
N6 3.44 -1.53 -4.23  0.021
C39 3.93 -0.38 -4.71  -0.100
H51 6.04 -1.45 -7.12  0.145
H52 5.11 -3.62 -6.29  0.128
H53 3.47 -3.59 -4.44  0.110
H54 3.57 0.55 -4.27  0.113

Results
total charge	+4

---

(2)
DFT (wB97M-V/def2-TZVPD) results for 10 unconnected molecules or ions with the total composition C39H55N10O16.

Each line ends with the Löwdin charge.
Atoms and positions in Å:
N1 11.76 2.75 8.40  -0.595
O1 10.55 2.37 8.26  -0.094
O2 12.68 1.96 8.12  -0.052
O3 11.99 3.95 8.54  -0.077
C1 13.07 2.87 12.47  -0.095
C2 12.68 2.67 13.96  -0.015
C3 13.15 1.31 14.56  0.030
C4 13.68 0.15 13.71  -0.132
C5 13.96 0.46 12.20  0.105
C6 13.73 1.92 11.69  -0.041
N2 13.67 -1.18 14.23  -0.324
O4 13.38 -1.26 15.45  0.040
O5 14.09 -2.04 13.39  0.030
H1 12.77 3.81 12.02  0.077
H2 12.06 3.55 14.36  0.103
H3 12.80 0.85 15.57  0.111
H4 14.24 -0.37 11.52  0.083
H5 14.05 2.20 10.76  0.035
C7 8.12 2.69 5.92  -0.016
C8 8.21 2.61 4.30  0.049
C9 6.88 2.71 3.52  0.012
C10 5.55 2.66 4.25  -0.143
C11 5.52 2.75 5.64  0.012
C12 6.84 2.85 6.44  -0.054
N3 4.37 2.26 3.37  -0.389
O6 3.60 1.38 3.77  0.052
O7 4.19 2.77 2.34  0.096
H6 8.91 2.78 6.44  -0.016
H7 9.13 2.54 3.72  0.062
H8 6.74 2.63 2.37  0.115
H9 4.57 2.45 6.05  0.089
H10 6.84 2.78 7.57  0.103
C13 7.96 4.88 12.07  -0.080
C14 8.96 4.25 11.14  0.042
C15 9.57 2.79 11.49  0.083
C16 9.30 2.18 12.88  -0.096
C17 8.54 3.08 13.90  0.080
C18 7.85 4.40 13.36  -0.051
N4 9.75 0.83 13.29  -0.345
O8 10.43 0.13 12.53  0.056
O9 9.61 0.53 14.49  0.035
H11 7.51 5.67 11.78  0.019
H12 9.08 4.61 10.12  0.068
H13 10.30 2.30 10.97  0.024
H14 8.54 2.55 14.85  0.078
H15 7.40 4.98 14.12  0.069
C19 11.46 8.64 5.26  -0.084
C20 11.30 7.51 6.21  -0.003
C21 11.04 6.06 5.63  0.068
C22 11.36 5.77 4.27  -0.112
C23 11.56 7.02 3.32  0.065
C24 11.52 8.47 3.80  -0.041
N5 11.60 4.43 3.77  -0.320
O10 11.60 3.47 4.61  0.042
O11 12.11 4.20 2.66  0.049
H16 11.58 9.66 5.71  0.101
H17 11.45 7.66 7.30  0.065
H18 11.07 5.27 6.24  0.031
H19 11.96 6.71 2.28  0.110
H20 11.46 9.24 3.15  0.039
C25 10.64 8.93 11.26  -0.392
O12 9.87 9.95 11.49  -0.103
N6 10.49 8.08 10.33  -0.161
C26 11.50 6.93 10.24  -0.014
C27 9.46 8.24 9.21  -0.002
H21 11.63 8.80 11.95  0.172
H22 11.21 6.08 9.59  0.067
H23 11.60 6.61 11.33  0.104
H24 12.34 7.39 9.86  0.036
H25 9.76 9.09 8.50  0.118
H26 8.53 8.09 9.84  0.118
H27 9.32 7.48 8.58  0.005
C28 17.80 0.46 7.52  -0.237
O13 18.85 0.15 6.79  -0.083
N7 17.67 1.44 8.44  -0.177
C29 16.42 1.72 9.08  -0.084
C30 18.83 2.02 9.07  -0.041
H28 16.87 0.13 7.12  0.116
H29 16.67 2.64 9.74  0.105
H30 16.11 0.80 9.72  0.114
H31 15.59 1.81 8.49  0.038
H32 18.50 2.39 10.07  0.105
H33 19.21 2.77 8.65  0.006
H34 19.66 1.41 9.35  0.097
C31 7.36 -0.67 7.21  -0.362
O14 6.72 -1.24 6.32  -0.025
N8 6.90 -0.64 8.45  -0.171
C32 7.78 0.05 9.57  0.017
C33 5.72 -1.37 8.81  -0.078
H35 8.35 -0.36 7.02  0.123
H36 7.09 0.49 10.22  0.034
H37 8.60 0.66 9.50  0.003
H38 8.35 -0.94 10.18  0.151
H39 6.00 -2.48 8.79  0.121
H40 5.01 -1.07 8.06  0.077
H41 5.20 -1.23 9.77  0.088
C34 14.04 -1.78 8.76  -0.336
O15 15.25 -2.02 8.52  -0.036
N9 13.37 -2.44 9.68  -0.167
C35 12.13 -1.96 10.29  -0.057
C36 13.92 -3.63 10.30  -0.049
H42 13.54 -0.88 8.48  0.127
H43 11.07 -2.18 9.84  0.129
H44 12.06 -0.95 10.30  0.021
H45 12.09 -2.12 11.32  0.055
H46 13.96 -4.44 9.55  0.094
H47 13.27 -4.06 10.99  0.045
H48 15.00 -3.34 10.78  0.148
C37 16.96 5.24 8.07  -0.311
O16 18.08 5.66 7.68  -0.036
N10 16.01 5.96 8.70  -0.170
C38 14.74 5.24 8.90  -0.059
C39 16.17 7.36 8.91  -0.036
H49 16.86 4.01 8.03  0.163
H50 13.99 5.97 8.90  0.026
H51 14.76 5.05 9.99  0.091
H52 14.33 4.33 8.29  0.116
H53 16.07 8.04 8.13  0.087
H54 17.07 7.48 9.16  0.009
H55 15.73 7.69 9.83  0.103

Results
total charge	-1

---

(3)
DFT (wB97M-V/def2-TZVPD) results for a molecular structure, C39H56N2PPbS.

Each line ends with the Löwdin charge.
Atoms and positions in Å:
Pb1 -0.09 0.26 -0.82  1.211
C1 -3.82 0.73 4.39  -0.024
C2 -3.75 1.13 2.90  -0.364
C3 -4.20 2.58 2.72  -0.058
C4 -2.37 0.84 2.40  -0.122
C5 -1.40 1.83 2.27  0.041
C6 -0.09 1.55 1.90  -0.149
C7 0.96 2.63 2.05  -0.365
C8 1.20 2.89 3.54  -0.011
C9 0.60 3.95 1.36  -0.043
C10 0.27 0.17 1.57  -0.254
C11 -0.73 -0.87 1.78  -0.180
C12 -2.00 -0.49 2.15  0.041
C13 -0.38 -2.35 1.75  -0.349
C14 -1.51 -3.23 1.20  -0.046
C15 -0.06 -2.84 3.17  -0.011
C16 1.73 -0.24 1.71  -0.209
C17 2.11 -0.40 3.04  -0.034
C18 3.38 -0.83 3.40  0.000
C19 4.30 -1.14 2.42  -0.009
C20 3.96 -0.96 1.09  -0.069
C21 2.69 -0.49 0.71  -0.305
P1 2.47 -0.21 -1.06  1.127
C22 3.50 1.26 -1.62  -0.654
C23 3.02 2.49 -0.85  -0.085
C24 4.99 1.06 -1.31  -0.050
C25 3.27 1.46 -3.12  -0.065
C26 2.67 -1.80 -2.06  -0.652
C27 2.10 -2.93 -1.21  -0.069
C28 1.87 -1.66 -3.37  -0.070
C29 4.14 -2.07 -2.41  -0.054
H1 -4.84 0.87 4.76  0.100
H2 -3.15 1.36 4.98  0.097
H3 -3.54 -0.31 4.55  0.084
H4 -4.44 0.48 2.36  0.149
H5 -3.67 3.25 3.40  0.090
H6 -5.26 2.67 2.95  0.098
H7 -4.04 2.93 1.70  0.071
H8 -1.64 2.85 2.53  0.124
H9 1.89 2.24 1.63  0.102
H10 0.29 3.26 4.02  0.096
H11 1.97 3.64 3.66  0.104
H12 1.52 1.99 4.07  0.073
H13 -0.22 4.44 1.89  0.091
H14 0.30 3.80 0.33  0.047
H15 1.45 4.62 1.39  0.103
H16 -2.74 -1.26 2.32  0.140
H17 0.52 -2.47 1.13  0.112
H18 -2.31 -3.33 1.93  0.093
H19 -1.12 -4.23 1.03  0.100
H20 -1.93 -2.85 0.28  0.053
H21 -0.85 -2.56 3.86  0.101
H22 0.89 -2.47 3.55  0.065
H23 0.00 -3.93 3.16  0.101
H24 1.39 -0.18 3.82  0.136
H25 3.63 -0.94 4.45  0.135
H26 5.28 -1.51 2.68  0.133
H27 4.70 -1.18 0.33  0.100
H28 3.27 2.42 0.21  0.085
H29 1.95 2.67 -0.96  0.019
H30 3.54 3.37 -1.24  0.115
H31 5.18 1.00 -0.24  0.085
H32 5.51 1.94 -1.69  0.115
H33 5.42 0.19 -1.80  0.078
H34 2.21 1.53 -3.37  0.062
H35 3.72 0.68 -3.72  0.081
H36 3.74 2.40 -3.41  0.110
H37 1.05 -2.77 -0.97  0.056
H38 2.66 -3.07 -0.28  0.090
H39 2.17 -3.85 -1.79  0.113
H40 0.81 -1.48 -3.19  0.042
H41 1.94 -2.61 -3.90  0.113
H42 2.26 -0.89 -4.02  0.077
H43 4.77 -2.21 -1.54  0.085
H44 4.57 -1.31 -3.06  0.079
H45 4.16 -3.01 -2.97  0.113
C30 -1.25 -1.24 -1.75  -0.214
C31 -1.93 -2.14 -2.20  -0.097
C32 -2.65 -3.21 -2.80  -0.250
C33 -3.80 -2.95 -3.54  -0.020
C34 -4.55 -4.00 -4.04  -0.045
C35 -4.14 -5.31 -3.81  -0.031
C36 -2.99 -5.57 -3.08  -0.045
C37 -2.23 -4.53 -2.59  -0.024
H46 -4.11 -1.92 -3.71  0.118
H47 -5.45 -3.80 -4.61  0.120
H48 -4.71 -6.12 -4.24  0.123
H49 -2.69 -6.60 -2.91  0.120
H50 -1.31 -4.73 -2.05  0.114
C38 -3.28 5.26 -2.26  -0.008
N1 -2.07 4.44 -2.34  -0.006
C39 -2.03 3.16 -2.06  -0.762
N2 -3.11 2.52 -1.64  0.176
S1 -0.50 2.35 -2.32  0.697
H51 -3.02 6.28 -2.54  0.111
H52 -3.66 5.27 -1.24  0.104
H53 -4.04 4.90 -2.95  0.110
H54 -1.22 4.88 -2.67  0.147
H55 -4.01 2.99 -1.62  0.125
H56 -3.11 1.52 -1.55  0.104

Results
total charge	+3

---

(4)
DFT (wB97M-V/def2-TZVPD) results for a molecular structure, C39H57BBaN12Si4.

Each line ends with the Löwdin spin population.
Atoms and positions in Å:
Ba1 -4.78 9.12 19.31  0.108
C1 -2.56 9.06 16.07  0.000
N1 -3.81 8.40 16.40  0.001
C2 -3.56 6.92 16.27  0.000
C3 -4.73 6.04 16.58  0.000
C4 -5.58 5.64 15.64  0.000
C5 -6.81 4.92 15.97  0.000
C6 -6.99 4.54 17.23  0.000
C7 -5.90 4.64 18.18  0.000
N2 -4.87 5.74 17.97  0.001
C8 -4.82 8.94 15.48  0.000
C9 -6.22 8.63 15.90  0.000
C10 -7.21 8.55 14.92  0.000
C11 -8.53 8.30 15.25  0.000
C12 -8.78 8.06 16.60  0.000
C13 -7.74 8.09 17.51  0.002
N3 -6.48 8.38 17.18  0.001
C14 -2.37 10.43 16.64  0.000
C15 -1.54 11.31 15.94  0.000
C16 -1.13 12.50 16.51  0.000
C17 -1.61 12.78 17.77  0.000
C18 -2.46 11.89 18.38  0.001
N4 -2.85 10.73 17.85  0.000
H1 -2.37 9.09 14.99  0.000
H2 -1.72 8.45 16.49  0.000
H3 -2.76 6.75 16.99  0.000
H4 -3.20 6.71 15.28  0.000
H5 -5.44 5.99 14.63  0.000
H6 -7.59 4.79 15.24  0.000
H7 -7.88 3.97 17.52  0.000
H8 -6.22 4.69 19.24  0.000
H9 -4.67 8.54 14.47  0.000
H10 -4.65 10.01 15.36  0.000
H11 -6.95 8.75 13.87  0.000
H12 -9.34 8.27 14.52  0.000
H13 -9.80 7.81 16.91  0.000
H14 -7.93 7.85 18.55  0.001
H15 -1.19 11.05 14.94  0.000
H16 -0.48 13.17 15.96  0.000
H17 -1.30 13.68 18.31  0.000
H18 -2.83 12.10 19.37  0.001
C19 -0.55 7.04 18.92  0.000
C20 -1.00 8.17 19.64  0.000
N5 -2.17 7.93 20.23  0.001
N6 -2.50 6.67 19.89  0.001
C21 -1.53 6.12 19.14  0.000
B1 -3.34 5.72 20.71  0.000
N7 -3.61 4.61 19.76  0.000
C22 -3.91 3.30 20.07  0.000
C23 -4.49 2.64 19.09  0.000
C24 -4.71 3.61 18.02  0.000
N8 -3.78 4.75 18.30  0.000
N9 -4.71 6.33 21.15  0.000
C25 -5.73 5.51 21.44  0.000
C26 -6.77 6.28 21.93  0.000
C27 -6.24 7.57 21.99  0.003
N10 -4.99 7.60 21.50  0.001
N11 -2.57 5.28 21.97  0.000
C28 -1.52 5.93 22.54  0.000
C29 -1.42 5.50 23.84  0.000
C30 -2.47 4.56 23.96  0.000
N12 -3.17 4.45 22.84  0.000
H19 0.40 6.89 18.44  0.000
H20 -0.47 9.10 19.80  0.000
H21 -1.62 5.09 18.83  0.000
H22 -3.65 2.98 21.05  0.000
H23 -4.78 1.61 19.20  0.000
H24 -4.65 3.29 16.98  0.000
H25 -5.64 4.45 21.31  0.000
H26 -7.70 5.91 22.35  0.000
H27 -6.68 8.48 22.39  0.002
H28 -0.98 6.72 22.01  0.000
H29 -0.68 5.78 24.57  0.000
H30 -2.71 3.90 24.78  0.000
C31 -9.34 9.12 21.13  0.002
Si1 -9.21 10.91 20.51  0.065
C32 -10.11 12.01 21.77  0.025
C33 -9.82 11.10 18.70  0.000
Si2 -6.91 11.54 20.50  0.551
Si3 -6.77 13.40 19.06  0.071
C34 -8.24 14.51 19.54  0.031
C35 -5.17 14.35 19.32  0.000
C36 -6.87 12.86 17.22  0.003
Si4 -5.88 11.93 22.62  0.069
C37 -6.71 13.53 23.22  0.038
C38 -6.10 10.60 23.93  -0.001
C39 -4.01 12.13 22.31  0.001
H31 -10.38 8.89 21.32  0.000
H32 -8.83 8.96 22.08  0.000
H33 -8.98 8.40 20.40  0.000
H34 -11.18 11.76 21.80  0.004
H35 -10.04 13.08 21.61  0.000
H36 -9.72 11.80 22.77  0.000
H37 -10.85 10.82 18.69  0.000
H38 -9.26 10.47 18.04  0.001
H39 -9.74 12.12 18.36  0.000
H40 -8.16 14.80 20.61  0.001
H41 -9.22 14.02 19.44  0.000
H42 -8.27 15.42 18.94  0.005
H43 -4.99 14.64 20.35  0.000
H44 -5.13 15.26 18.72  0.000
H45 -4.31 13.77 18.93  0.000
H46 -7.46 11.96 17.09  0.001
H47 -5.86 12.70 16.81  0.000
H48 -7.30 13.66 16.66  0.000
H49 -7.79 13.42 23.27  0.001
H50 -6.51 14.45 22.63  0.000
H51 -6.37 13.73 24.24  0.006
H52 -7.11 10.21 24.04  0.000
H53 -5.79 11.03 24.91  0.000
H54 -5.47 9.73 23.72  0.000
H55 -3.80 12.81 21.48  0.000
H56 -3.54 11.15 22.14  0.000
H57 -3.54 12.58 23.21  0.000

Results
spin multiplicity	2
<S²>	0.75
total charge	+1

---

Ordered ΔE to the lowest compared entry with this formula, charge and spin results: 8.12; 38.92; 6.87; 82.64; unit kcal per mole.